(1)
The following is a quantum chemistry calculation of a cluster of 17 separate species, C39H78BrCl33N6O8PS in total at a distorted geometry, from the Open Molecules 2025 dataset.

The geometry in XYZ format:
```
167
Properties=species:S:1:pos:R:3
C 0.04 -1.87 3.30
C 0.14 -2.55 1.82
C 0.99 -1.76 0.74
Cl 2.25 -0.90 1.84
C 0.26 -0.83 -0.35
C 0.27 0.62 0.38
C -0.68 1.81 -0.07
C -1.00 2.67 1.27
S 0.62 3.42 1.86
N -1.22 -1.13 -0.58
O -2.02 -0.92 0.49
C -1.62 -2.34 -1.35
C -2.20 -3.61 -0.63
C -3.52 -3.63 0.22
N -3.23 -3.90 1.69
N -4.31 -4.87 -0.19
N -4.48 -2.52 0.19
P -3.02 -1.76 -2.59
O -4.18 -3.03 -2.76
Br -4.22 -0.02 -1.83
C -0.47 -2.88 -2.39
C 0.44 -4.07 -1.79
O -0.12 -5.41 -2.00
C 0.57 -6.27 -1.05
C -1.04 -3.52 -3.76
C -1.10 -2.58 -5.05
O -0.15 -2.09 -5.66
O -2.41 -2.39 -5.64
C -2.39 -1.38 -6.65
C -2.96 0.06 -6.22
O -2.03 -1.51 -7.82
N 0.38 -1.77 -2.80
C 0.99 -0.83 -1.81
C 0.92 0.59 -2.59
C -0.31 0.87 -3.55
O -1.50 1.44 -2.97
C 2.53 -1.23 -1.86
C 3.69 -0.49 -1.11
C 3.68 1.07 -0.91
N 3.67 2.06 -2.02
O 3.77 1.57 0.25
H -0.18 -0.76 3.28
H -0.89 -2.35 3.79
H 0.91 -2.17 3.98
H -0.92 -2.84 1.58
H 0.68 -3.54 2.05
H 1.70 -2.54 0.28
H 1.30 1.11 0.34
H -0.07 0.42 1.46
H -0.20 2.58 -0.78
H -1.69 1.57 -0.52
H -1.73 3.53 1.06
H -1.38 2.02 2.12
H 0.57 3.41 3.26
H -1.45 -0.37 -1.27
H -2.55 -0.10 0.46
H -2.37 -4.38 -1.48
H -1.46 -4.18 0.05
H -4.13 -3.74 2.18
H -2.94 -4.88 1.81
H -5.04 -4.61 -0.88
H -4.81 -5.15 0.67
H -4.29 -1.90 0.99
H -5.45 -2.81 0.26
H -4.04 -3.37 -3.68
H 0.53 -4.05 -0.65
H 1.46 -4.09 -2.32
H 0.64 -7.30 -1.54
H 1.64 -5.91 -0.88
H -0.03 -6.28 -0.08
H -1.97 -4.17 -3.62
H -0.24 -4.27 -4.14
H -3.90 0.21 -6.87
H -3.34 0.05 -5.14
H -2.25 0.91 -6.46
H 1.05 -2.16 -3.47
H 1.82 0.58 -3.33
H 1.17 1.50 -1.95
H 0.07 1.69 -4.28
H -0.64 0.03 -4.25
H -2.24 1.18 -3.56
H 2.86 -1.23 -2.97
H 2.62 -2.36 -1.61
H 3.98 -1.09 -0.17
H 4.66 -0.64 -1.74
H 3.34 2.94 -1.59
H 4.68 2.16 -2.26
C 4.79 1.29 3.16
Cl 4.56 -0.08 4.26
Cl 4.25 2.80 3.91
H 5.85 1.38 2.92
H 4.22 1.12 2.25
C -6.47 3.24 -1.82
Cl -5.85 2.50 -0.33
Cl -7.94 4.17 -1.50
H -5.71 3.90 -2.22
H -6.69 2.45 -2.53
C -3.41 -3.68 -9.71
Cl -4.83 -2.68 -10.04
Cl -3.88 -5.29 -9.15
H -2.82 -3.77 -10.62
H -2.81 -3.20 -8.93
C 8.55 1.46 1.57
Cl 7.15 2.50 1.29
Cl 8.04 -0.17 2.06
H 9.13 1.39 0.66
H 9.15 1.89 2.37
C 2.20 0.91 7.07
Cl 0.82 1.96 6.76
Cl 1.68 -0.71 7.57
H 2.79 0.82 6.16
H 2.81 1.34 7.87
C 2.23 7.31 1.97
Cl 0.48 7.12 1.74
Cl 3.00 5.77 2.34
H 2.66 7.72 1.06
H 2.40 8.00 2.79
C -1.61 -1.78 9.47
Cl -2.31 -3.36 9.10
Cl -1.71 -1.43 11.20
H -0.57 -1.78 9.16
H -2.16 -1.02 8.92
C -6.97 -3.35 3.56
Cl -5.93 -2.20 2.71
Cl -6.33 -5.00 3.45
H -7.03 -3.06 4.61
H -7.96 -3.33 3.12
C -1.68 3.00 9.04
Cl -3.06 4.05 8.73
Cl -2.20 1.38 9.53
H -1.08 2.92 8.14
H -1.08 3.43 9.84
C -3.09 7.41 2.71
Cl -3.92 7.28 4.27
Cl -3.37 5.98 1.71
H -3.46 8.29 2.18
H -2.02 7.51 2.89
C 7.72 3.06 -3.85
Cl 6.86 2.94 -2.32
Cl 7.49 1.60 -4.83
H 7.35 3.92 -4.40
H 8.79 3.18 -3.65
C -7.06 0.01 5.80
Cl -7.63 -1.64 6.11
Cl -6.71 0.86 7.31
H -6.15 -0.04 5.20
H -7.83 0.55 5.26
C -10.56 6.99 -1.05
Cl -11.97 8.02 -1.34
Cl -11.05 5.37 -0.54
H -9.98 6.92 -1.97
H -9.95 7.44 -0.26
C 3.36 1.40 -5.79
Cl 2.76 3.06 -5.66
Cl 2.03 0.24 -5.71
H 3.87 1.29 -6.74
H 4.05 1.21 -4.97
C 10.85 1.33 -2.06
Cl 10.63 -0.01 -0.92
Cl 10.24 2.84 -1.39
H 11.91 1.43 -2.28
H 10.31 1.10 -2.97
C 12.26 -3.13 0.37
Cl 13.45 -3.59 -0.86
Cl 11.06 -4.39 0.61
H 12.78 -2.95 1.31
H 11.76 -2.22 0.04
```

The value obtained for the total energy is -20962.61580 Eh. Its net charge is +1. For the largest force on an atom, the calculation gives 4.306 eV/A. The molar mass is 2071.98 g mol⁻¹. The LUMO energy comes out at -0.0833 hartree. Its HOMO-LUMO gap is 8.5 eV.

Here are the Löwdin charges for atoms 1 to 4, given in e: number 1, C, carries -0.15; number 2, C, carries -0.26; number 3, C, carries -0.45; number 4, Cl, carries 0.71

***

(2)
The following is a quantum chemistry calculation of a cluster of 3 separate species, C4H9N2O4S in total at a distorted geometry, from the Open Molecules 2025 dataset.

The geometry in XYZ format:
```
20
Properties=species:S:1:pos:R:3
C 3.12 -2.43 -0.27
C -0.13 -0.54 -0.87
C 0.13 -0.47 1.50
C -0.52 1.54 0.21
N 2.99 -1.50 -0.97
N -0.61 0.05 0.36
O 3.26 -3.38 0.41
O 2.86 1.36 0.88
O 5.26 1.04 0.31
O 3.67 1.74 -1.32
S 3.90 1.13 -0.09
H -0.13 -1.57 -0.82
H -0.81 -0.28 -1.72
H 0.91 -0.17 -1.33
H 1.19 -0.06 1.34
H -0.39 0.04 2.41
H 0.06 -1.61 1.56
H 0.48 1.78 0.39
H -0.89 1.89 -0.80
H -1.03 2.00 1.09
```

The value obtained for the total energy is -966.45484 Eh. Its net charge is -1. For the largest force on an atom, the calculation gives 3.748 eV/A. The molar mass is 181.19 g mol⁻¹. The LUMO energy (alpha / beta) comes out at 0.0735 / 0.0735 hartree. Its HOMO-LUMO gap (alpha / beta) is 6.8 / 6.8 eV.

Here are the natural (NBO) charges for atoms 1 to 4, given in e: number 1, C, carries 0.66; number 2, C, carries -0.42; number 3, C, carries -0.43; number 4, C, carries -0.42

***

(3)
The following is a quantum chemistry calculation of a structure of composition C22H29N2S2SiTl at a distorted geometry, from the Open Molecules 2025 dataset.

The geometry in XYZ format:
```
57
Properties=species:S:1:pos:R:3
Tl 0.01 0.05 -1.49
S -1.45 -1.60 0.32
C -2.71 -0.69 1.00
N -3.60 -1.31 1.82
C -4.58 -0.50 2.50
C -5.16 0.47 1.48
N -4.08 1.29 0.99
C -4.25 2.73 0.98
C -3.76 3.38 2.25
C -2.74 4.32 2.21
C -2.30 4.93 3.36
C -2.85 4.60 4.59
C -3.87 3.67 4.65
C -4.33 3.07 3.49
C -2.86 0.71 0.77
S -1.61 1.68 0.17
C -3.79 -2.75 1.88
C -5.07 -3.14 1.17
C -5.16 -3.00 -0.21
C -6.32 -3.34 -0.87
C -7.41 -3.83 -0.17
C -7.33 -3.97 1.21
C -6.16 -3.62 1.87
H -4.09 0.07 3.30
H -5.35 -1.14 2.92
H -5.92 1.11 1.91
H -5.61 -0.10 0.66
H -5.31 2.93 0.84
H -3.69 3.13 0.13
H -2.30 4.58 1.26
H -1.52 5.68 3.31
H -2.51 5.08 5.49
H -4.33 3.42 5.59
H -5.14 2.36 3.55
H -3.81 -3.04 2.93
H -2.93 -3.22 1.39
H -4.30 -2.63 -0.76
H -6.38 -3.23 -1.95
H -8.31 -4.10 -0.69
H -8.17 -4.34 1.76
H -6.11 -3.74 2.95
C 1.58 -0.76 2.72
Si 2.40 0.50 1.55
C 1.65 2.23 1.82
C 4.25 0.61 2.05
C 2.27 -0.03 -0.25
H 1.65 -0.45 3.76
H 2.04 -1.74 2.64
H 0.52 -0.88 2.49
H 1.78 2.56 2.85
H 0.59 2.24 1.59
H 2.13 2.97 1.17
H 4.34 0.94 3.08
H 4.79 1.33 1.44
H 4.76 -0.34 1.97
H 2.57 -1.07 -0.42
H 2.87 0.59 -0.91
```

The value obtained for the total energy is -2223.56042 Eh. For the largest force on an atom, the calculation gives 2.966 eV/A. The molar mass is 618.09 g mol⁻¹. The LUMO energy comes out at -0.0539 hartree. Its HOMO-LUMO gap is 4.6 eV.

Here are the natural (NBO) charges for atoms 1 to 4, given in e: number 1, Tl, carries 0.51; number 2, S, carries -0.09; number 3, C, carries 0.06; number 4, N, carries -0.38

***

(4)
The following is a quantum chemistry calculation of a cluster of 7 separate species, H13O6S in total at a distorted geometry, from the Open Molecules 2025 dataset.

The geometry in XYZ format:
```
20
Properties=species:S:1:pos:R:3
S 1.65 -0.74 1.56
H 1.56 -2.00 2.05
H -0.35 -3.01 -0.80
H 1.23 -2.97 -0.74
O 0.45 -3.26 -1.25
H -1.51 2.10 -1.44
H -0.35 1.84 -2.38
O -1.30 1.67 -2.31
H -1.99 -1.13 -1.32
H -1.63 0.16 -0.69
O -1.93 -0.75 -0.45
H -0.25 2.73 0.90
H -1.18 1.56 0.98
O -0.94 2.32 0.38
H 1.15 0.45 -1.07
H 2.45 1.07 -0.77
O 1.83 1.02 -1.50
H -0.33 0.28 2.40
H -1.33 -0.32 1.48
O -1.28 0.32 2.19
```

The value obtained for the total energy is -857.50012 Eh. Its net charge is -1. For the largest force on an atom, the calculation gives 1.150 eV/A. The molar mass is 141.16 g mol⁻¹. The LUMO energy comes out at 0.1286 hartree. Its HOMO-LUMO gap is 7.4 eV.

Here are the natural (NBO) charges for atoms 1 to 4, given in e: number 1, S, carries -1.07; number 2, H, carries 0.11; number 3, H, carries 0.48; number 4, H, carries 0.50

***

(5)
The following is a quantum chemistry calculation of a structure of composition C21H42N4OSW at a distorted geometry, from the Open Molecules 2025 dataset.

The geometry in XYZ format:
```
70
Properties=species:S:1:pos:R:3
W -0.02 -0.07 0.00
C -2.49 0.16 -2.86
C -1.39 1.23 -2.95
N -0.20 1.02 -2.07
C 0.63 2.25 -2.16
C 1.85 2.10 -1.26
N 1.45 1.64 0.09
C 1.11 2.73 1.06
C -0.18 3.52 0.83
C -1.47 2.79 0.41
N -1.61 1.35 0.79
C -2.97 0.90 0.34
C -3.03 -0.60 0.07
N -1.85 -1.06 -0.73
C -2.11 -1.15 -2.20
H -2.82 -0.08 -3.88
H -3.39 0.55 -2.38
H -1.84 2.20 -2.72
H -1.04 1.30 -3.98
H 0.34 0.29 -2.55
H 0.04 3.12 -1.87
H 0.95 2.43 -3.19
H 2.40 3.05 -1.22
H 2.53 1.34 -1.68
H 2.32 1.25 0.48
H 1.92 3.47 1.07
H 1.08 2.27 2.05
H -0.01 4.30 0.09
H -0.36 4.05 1.77
H -1.60 2.85 -0.67
H -2.31 3.35 0.86
H -1.64 1.35 1.82
H -3.22 1.46 -0.57
H -3.74 1.16 1.07
H -3.97 -0.84 -0.44
H -3.05 -1.14 1.03
H -1.72 -2.05 -0.48
H -2.92 -1.87 -2.38
H -1.20 -1.57 -2.65
C -0.19 -4.32 0.80
C 0.39 -2.99 1.09
C -0.43 -1.96 1.64
C 0.13 -0.81 2.26
C -0.57 -0.12 3.40
C 1.50 -0.55 1.95
C 2.34 -1.57 1.41
C 3.81 -1.40 1.44
C 1.77 -2.77 0.99
H 0.04 -4.99 1.64
H 0.25 -4.80 -0.07
H -1.27 -4.31 0.70
H -1.43 -2.27 1.96
H -1.66 -0.17 3.34
H -0.24 0.91 3.56
H -0.31 -0.66 4.32
H 2.00 0.23 2.53
H 4.22 -2.07 2.22
H 4.14 -0.40 1.70
H 4.29 -1.73 0.52
H 2.41 -3.59 0.71
C 2.76 -1.36 -3.65
S 2.42 -2.16 -2.05
C 1.61 -3.63 -2.73
O 1.22 -1.31 -1.48
H 3.47 -2.00 -4.18
H 3.24 -0.40 -3.49
H 1.87 -1.26 -4.25
H 2.35 -4.17 -3.33
H 0.77 -3.36 -3.36
H 1.29 -4.28 -1.93
```

As for the multiplicity: 3. As for the expectation value of S²: 2.03. The value obtained for the total energy is -1583.40609 Eh. Its net charge is +4. For the largest force on an atom, the calculation gives 1.205 eV/A. The molar mass is 582.50 g mol⁻¹. The LUMO energy (alpha / beta) comes out at -0.5273 / -0.5163 hartree. Its HOMO-LUMO gap (alpha / beta) is 7.5 / 8.1 eV.

Here are the Löwdin charges for atoms 1 to 4, given in e: number 1, W, carries 1.80; number 2, C, carries -0.12; number 3, C, carries -0.14; number 4, N, carries -0.13

***

(6)
The following is a quantum chemistry calculation of a structure of composition C5H7NO, from the Open Molecules 2025 dataset.

The geometry in XYZ format:
```
14
Properties=species:S:1:pos:R:3
N 2.22 -0.22 -0.88
C 1.41 0.01 0.17
O 0.79 -1.13 0.61
C -0.14 -0.69 -0.47
C -1.50 -0.47 0.18
C -0.97 0.86 0.77
C 0.28 0.86 -0.12
H 2.73 -1.08 -0.70
H 1.12 -0.72 -1.41
H -1.82 -1.24 0.88
H -2.25 -0.30 -0.59
H -0.72 0.78 1.83
H -1.60 1.73 0.61
H 0.45 1.63 -0.87
```

The value obtained for the total energy is -324.50360 Eh. For the largest force on an atom, the calculation gives 0.477 eV/A. The molar mass is 97.12 g mol⁻¹. The LUMO energy comes out at 0.0172 hartree. Its HOMO-LUMO gap is 9.6 eV.

Here are the natural (NBO) charges for atoms 1 to 4, given in e: number 1, N, carries -0.82; number 2, C, carries 0.50; number 3, O, carries -0.51; number 4, C, carries 0.10

***

(7)
The following is a quantum chemistry calculation of a cluster of 2 separate species, C2H3IO in total at a distorted geometry, from the Open Molecules 2025 dataset.

The geometry in XYZ format:
```
7
Properties=species:S:1:pos:R:3
C -1.59 1.63 0.60
C 0.78 -1.43 -0.44
O -0.56 1.11 0.77
I 2.31 -0.23 0.35
H -1.89 2.67 0.20
H 0.58 -1.40 -1.49
H 0.37 -2.36 0.00
```

The value obtained for the total energy is -450.77169 Eh. For the largest force on an atom, the calculation gives 1.949 eV/A. The molar mass is 169.95 g mol⁻¹. The LUMO energy (alpha / beta) comes out at 0.0076 / -0.0051 hartree. Its HOMO-LUMO gap (alpha / beta) is 8.4 / 8.0 eV.

Here are the natural (NBO) charges for atoms 1 to 4, given in e: number 1, C, carries 0.34; number 2, C, carries -0.53; number 3, O, carries -0.46; number 4, I, carries 0.17